1.
# C2H5N2O3

A 2-piece molecular cluster, C2H5N2O3 overall at a distorted geometry (the ωB97M-V functional and the def2-TZVPD basis, the Open Molecules 2025 dataset).

Summary:
**Gap between HOMO and LUMO**: 0.34206 Ha
**Net charge**: +1
**ΔE to the lowest compared entry with this formula, charge and spin**: 846.2 kJ/mol
**LUMO energy**: -5.98 eV

Cartesian coordinates (Å):
C (-3.0770, 0.3572, -0.5724)
C (2.0633, 0.3052, -0.2932)
N (-2.0762, 0.6057, -0.0462)
N (0.1819, -0.8743, 0.6519)
O (-0.8860, 0.7815, 0.1529)
O (-0.6185, -1.7071, 0.5798)
O (1.0969, -0.7602, -0.2853)
H (-3.9306, -0.0652, -0.9860)
H (1.4917, 1.3142, -0.5340)
H (2.8243, 0.0475, -0.9329)
H (2.5837, 0.4244, 0.6629)
H (0.3463, -0.4290, 1.6023)


2.
# C2HN3

One molecule with the formula C2HN3 at a distorted geometry (the ωB97M-V functional and the def2-TZVPD basis, the Open Molecules 2025 dataset).

Summary:
**Gap between HOMO and LUMO (spin up / spin down)**: 0.27836 / 0.37133 Ha
**SMILES**: n1[nH]c2nc1-2
**Net charge**: 0
**ΔE to the lowest compared entry with this formula, charge and spin**: 421.6 kJ/mol
**LUMO energy (spin up / spin down)**: -1.94 / -0.67 eV

Cartesian coordinates (Å):
N (0.0875, -1.1077, 0.4843)
N (-0.6242, 0.1538, 0.4666)
C (-0.0044, 0.9293, -0.4683)
N (1.0386, 0.3870, -1.0943)
C (0.9204, -0.7064, -0.4390)
H (-1.4179, 0.3440, 1.0506)


3.
# C46H121N9O14

A 10-piece molecular cluster, C46H121N9O14 overall at a distorted geometry (the ωB97M-V functional and the def2-TZVPD basis, the Open Molecules 2025 dataset).

Summary:
**Gap between HOMO and LUMO**: 0.32457 Ha
**SMILES**: COC[C@H](C)N.COC[C@H](C)N.COC[C@H](C)N.COC[C@H](C)N.COC[C@H](C)N.COCCNCCOC.COCCNCCOC.COCCNCCOC.COCCNCCOC.CCO
**Net charge**: 0
**ΔE to the lowest compared entry with this formula, charge and spin**: 21.6 kJ/mol
**LUMO energy**: 0.24 eV

Cartesian coordinates (Å):
C (-9.4711, 6.0307, 7.3048)
O (-9.1860, 6.1538, 5.9412)
C (-9.2096, 4.9070, 5.2186)
C (-10.6027, 4.1945, 4.9452)
C (-10.5183, 2.8372, 4.1458)
N (-11.4287, 5.1187, 4.1624)
H (-8.9108, 5.1875, 7.7088)
H (-10.5321, 5.9055, 7.5206)
H (-9.1925, 6.9130, 7.8812)
H (-8.8228, 5.2159, 4.2475)
H (-8.4840, 4.2113, 5.6400)
H (-11.0208, 4.1639, 5.9513)
H (-11.5312, 2.5379, 3.8766)
H (-10.0471, 2.0358, 4.7148)
H (-10.0101, 3.0174, 3.1985)
H (-11.0442, 6.0400, 4.3154)
H (-11.2363, 5.0908, 3.1713)
C (-4.2724, 9.8610, 12.5100)
O (-3.6717, 10.6603, 11.5362)
C (-2.3424, 10.4049, 10.9168)
C (-1.0908, 11.0922, 11.6230)
C (-0.6286, 10.2806, 12.9019)
N (-1.3303, 12.4572, 12.1150)
H (-4.6285, 8.8913, 12.1621)
H (-5.1856, 10.3677, 12.8219)
H (-3.6554, 9.7792, 13.4048)
H (-2.2048, 9.3388, 10.7363)
H (-2.5283, 10.8505, 9.9396)
H (-0.2286, 11.2075, 10.9662)
H (0.2412, 10.8037, 13.2992)
H (-0.3316, 9.2405, 12.7670)
H (-1.2223, 10.1952, 13.8120)
H (-2.1625, 12.5118, 12.6847)
H (-1.4886, 13.1563, 11.4035)
C (1.6565, 27.0806, -0.8478)
O (1.6976, 25.6742, -1.0717)
C (1.7475, 24.8509, 0.1102)
C (1.5695, 23.3146, -0.1020)
C (1.5854, 22.6281, 1.2101)
N (2.6516, 22.6937, -0.8142)
H (0.9673, 27.6092, -0.1892)
H (1.5686, 27.6197, -1.7911)
H (2.6547, 27.4516, -0.6155)
H (2.5748, 25.0290, 0.7972)
H (0.8757, 25.1414, 0.6964)
H (0.7271, 23.0809, -0.7530)
H (0.7230, 22.9040, 1.8170)
H (2.4793, 22.7458, 1.8226)
H (1.5130, 21.5428, 1.1407)
H (2.6705, 23.2686, -1.6444)
H (3.5505, 22.9185, -0.4123)
C (-6.8442, 13.9350, 5.0442)
O (-6.5514, 15.3160, 5.4056)
C (-5.2114, 15.6162, 5.8075)
C (-5.0814, 17.1430, 5.8788)
C (-3.7940, 17.7893, 6.3918)
N (-6.1995, 17.8233, 6.5790)
H (-6.4748, 13.2275, 5.7867)
H (-6.3540, 13.5797, 4.1378)
H (-7.9156, 13.7758, 4.9224)
H (-5.1028, 14.9828, 6.6879)
H (-4.4511, 15.3677, 5.0670)
H (-5.2026, 17.4731, 4.8471)
H (-3.4593, 17.3301, 7.3219)
H (-3.7695, 18.8708, 6.5250)
H (-2.9503, 17.5882, 5.7316)
H (-5.8894, 17.6506, 7.5246)
H (-7.0159, 17.2445, 6.4431)
C (-3.3983, 30.4359, 4.1698)
O (-3.9417, 29.1205, 4.2622)
C (-5.0165, 28.8264, 3.3990)
C (-5.5228, 27.3810, 3.5737)
C (-4.4845, 26.1832, 3.4147)
N (-6.5641, 27.0910, 2.6021)
H (-3.1612, 30.7275, 3.1467)
H (-2.4956, 30.3114, 4.7681)
H (-4.0163, 31.1747, 4.6801)
H (-5.8202, 29.5348, 3.5995)
H (-4.7698, 29.0598, 2.3632)
H (-5.8384, 27.2703, 4.6112)
H (-3.7866, 26.3447, 2.5931)
H (-4.9653, 25.2087, 3.3291)
H (-3.7985, 26.1867, 4.2618)
H (-7.1242, 26.3074, 2.9059)
H (-6.1598, 26.7013, 1.7626)
C (-16.7817, 15.3075, 3.3080)
O (-16.8766, 15.7928, 2.0228)
C (-16.6011, 17.1549, 1.8177)
C (-17.1459, 17.6366, 0.4698)
N (-16.1021, 17.5192, -0.6877)
C (-15.7976, 16.0825, -0.9731)
C (-14.4087, 16.1850, -1.6057)
O (-13.3678, 16.5279, -0.6896)
C (-12.7955, 15.4880, 0.1256)
H (-17.4767, 15.7575, 4.0169)
H (-15.7305, 15.2853, 3.5956)
H (-17.1820, 14.3036, 3.1662)
H (-15.5234, 17.3164, 1.8412)
H (-17.0814, 17.6630, 2.6539)
H (-17.4280, 18.6863, 0.5510)
H (-18.1485, 17.2388, 0.3127)
H (-15.2099, 17.8549, -0.3540)
H (-16.5721, 15.6549, -1.6098)
H (-15.6688, 15.4748, -0.0774)
H (-14.4310, 16.9934, -2.3365)
H (-14.0567, 15.3090, -2.1505)
H (-11.9274, 15.1062, -0.4118)
H (-13.4875, 14.6503, 0.2120)
H (-12.5148, 15.9216, 1.0855)
C (-12.6728, 31.1075, -0.2987)
O (-11.5316, 30.3741, -0.3844)
C (-11.6953, 29.1357, 0.2964)
C (-12.0752, 28.0261, -0.7212)
N (-12.2286, 26.7539, -0.0004)
C (-11.9941, 25.5391, -0.8509)
C (-11.9179, 24.1783, -0.0154)
O (-10.8862, 24.3871, 0.9209)
C (-10.6224, 23.3497, 1.7687)
H (-12.9508, 31.2891, 0.7395)
H (-13.3715, 30.4047, -0.7525)
H (-12.6500, 32.0189, -0.8961)
H (-12.3624, 29.1843, 1.1571)
H (-10.7414, 28.9110, 0.7736)
H (-11.3113, 27.8410, -1.4764)
H (-13.0124, 28.3252, -1.1907)
H (-11.4873, 26.7528, 0.6855)
H (-11.0402, 25.5003, -1.3768)
H (-12.7968, 25.3726, -1.5693)
H (-11.7550, 23.3335, -0.6846)
H (-12.8736, 24.0266, 0.4863)
H (-11.3151, 23.3234, 2.6100)
H (-9.6278, 23.3994, 2.2118)
H (-10.6824, 22.4277, 1.1904)
C (-5.6758, 27.2644, 10.6967)
O (-5.2887, 26.2910, 11.7386)
C (-5.5220, 25.0083, 11.1608)
C (-4.8678, 23.8236, 12.0512)
N (-5.5975, 22.5553, 11.9712)
C (-5.1872, 21.6491, 12.9779)
C (-6.3011, 20.5473, 13.2536)
O (-5.8968, 19.5232, 12.3802)
C (-6.6566, 18.3410, 12.3342)
H (-4.9491, 27.2995, 9.8850)
H (-5.4801, 28.1788, 11.2569)
H (-6.6149, 27.0362, 10.1927)
H (-5.2573, 24.8981, 10.1092)
H (-6.6077, 24.9221, 11.2048)
H (-4.9596, 24.0344, 13.1167)
H (-3.8284, 23.6459, 11.7753)
H (-5.6008, 22.1468, 11.0475)
H (-5.1779, 22.2125, 13.9110)
H (-4.1631, 21.2833, 12.9051)
H (-7.3147, 20.9252, 13.1199)
H (-6.2351, 20.2091, 14.2877)
H (-6.3136, 17.8199, 11.4404)
H (-7.6833, 18.6968, 12.2483)
H (-6.5030, 17.6696, 13.1789)
C (-2.0812, 9.7910, 1.1772)
O (-1.5084, 8.7059, 0.3802)
C (-2.0973, 7.4188, 0.6691)
C (-2.0081, 6.8512, 2.0720)
N (-0.7423, 6.2760, 2.4355)
C (0.2488, 7.2916, 2.7338)
C (1.4702, 6.6355, 3.3818)
O (1.4068, 6.3932, 4.7799)
C (1.4472, 7.6727, 5.4870)
H (-1.7927, 10.7541, 0.7561)
H (-1.8222, 9.9142, 2.2288)
H (-3.1588, 9.8925, 1.0485)
H (-1.6084, 6.7490, -0.0383)
H (-3.1358, 7.4961, 0.3472)
H (-2.8639, 6.2186, 2.3077)
H (-2.2257, 7.6085, 2.8252)
H (-0.8974, 5.6383, 3.2032)
H (-0.2493, 8.0307, 3.3614)
H (0.5995, 7.8815, 1.8870)
H (2.3609, 7.2385, 3.2054)
H (1.7860, 5.7784, 2.7869)
H (1.3939, 7.4719, 6.5571)
H (0.5224, 8.2171, 5.2960)
H (2.2673, 8.3166, 5.1694)
C (4.4596, 15.6360, 6.3749)
C (3.0585, 16.2152, 5.9863)
O (2.7128, 15.6853, 4.7186)
H (4.4828, 14.5499, 6.4640)
H (4.7316, 16.2269, 7.2495)
H (5.2455, 15.8443, 5.6490)
H (3.0683, 17.3026, 5.9124)
H (2.3559, 15.8342, 6.7275)
H (3.2818, 16.1196, 4.0788)